Entry 1:
ORCA calculation (ωB97M-V/def2-TZVPD) on C25H22CaN3O2PS5 as an isolated structure.

Calculated values
strongest force on any atom	0.01163	Eh/bohr
net charge	-2
E_HOMO	-1.4832	eV
orbital gap	5.514	eV
energy relative to the best compared isomer or geometry (same formula, charge and spin)	0.0480	eV
E_tot	-4290.6779	hartree
E_LUMO	4.03	eV

CARTESIAN COORDINATES (ANGSTROEM)
S 1.4614 -2.6182 -1.2642
O 0.2721 -0.7873 1.5601
H -7.0749 2.4276 4.4899
C -1.3322 4.1586 -0.0978
C -4.9375 0.3382 2.8939
C -1.4179 -3.1927 3.1304
H -3.9441 3.3350 1.7230
C -5.0823 0.0729 -2.9778
H -2.8955 2.8588 -0.7541
C -0.0012 3.3716 1.7255
S 3.3901 -2.9784 -0.5426
C -6.2745 2.0973 3.8376
O -0.7521 0.0082 -1.8351
N 1.1172 6.5408 -1.6101
H -0.7470 -3.0010 5.2183
C -5.2804 0.6725 -0.6354
N 1.5680 2.2557 -1.3217
H -4.7039 -0.7210 2.8234
C -1.7311 -0.0088 -1.0792
C 0.6165 -2.0668 3.8026
C -5.5321 3.0189 3.1108
H 1.6046 -2.1079 4.2569
C 1.5084 3.2607 -1.9054
H -1.1868 -2.8405 0.9489
C -0.7589 2.2082 1.7775
H -0.5023 1.4368 2.4950
H -1.5340 4.9070 -0.8550
S 0.7897 -2.1462 1.9906
P -2.8406 0.4757 1.0326
H 0.1746 -4.1396 4.2370
C 1.2920 5.4778 -2.0474
C -0.2874 4.3571 0.7953
C -3.9117 0.4614 -0.4825
C -3.7145 -0.1047 -2.8360
H -5.7520 4.0777 3.1929
C -5.8537 0.4649 -1.8832
H -2.0084 -2.2737 3.1694
N 1.5045 4.3261 -2.6599
C -3.1432 0.1029 -1.5874
H -6.9214 0.6092 -2.0102
C -5.9717 0.7484 3.7247
C -0.3448 -3.1763 4.2180
Ca 1.0646 0.1590 -0.3421
C -1.8267 2.0047 0.9063
H 0.1775 -1.0832 3.9752
H -6.5350 0.0136 4.2896
S 4.3252 -1.1666 -0.5195
H -2.1022 -4.0383 3.2270
S 3.5686 -0.0610 1.0957
H 0.8365 3.4867 2.4030
H -5.8925 0.9795 0.2038
H -5.5575 -0.0761 -3.9413
C -0.6526 -3.2311 1.8134
H -3.0851 -0.3872 -3.6724
C -4.1877 1.2407 2.1412
C -2.0908 2.9990 -0.0409
H 0.3141 5.2531 0.7236
C -4.5076 2.5937 2.2760
H -0.2688 -4.2224 1.5649

=====

Entry 2:
ORCA calculation (ωB97M-V/def2-TZVPD) on C25H22ClN5PdS2Se2 as an isolated structure.

Calculated values
strongest force on any atom	0.01460	Eh/bohr
net charge	+2
E_HOMO	-12.9322	eV
orbital gap	4.840	eV
energy relative to the best compared isomer or geometry (same formula, charge and spin)	0.0000	eV
E_tot	-7426.4253	hartree
E_LUMO	-8.09	eV

CARTESIAN COORDINATES (ANGSTROEM)
H 2.5327 -1.6867 -1.1261
H -0.1853 2.0738 -2.8104
Cl 8.7221 -2.6952 -2.6204
C -0.2831 -1.6606 -2.1102
C 0.6312 -1.4899 4.4528
H 0.0420 -1.9491 5.2335
H 6.6231 -4.0815 -1.3880
H 5.1324 0.4740 -2.7683
C 0.1071 2.6457 -0.6708
C 2.6729 -0.5991 3.6103
C 6.2648 -3.1009 -1.6662
C 4.5410 -1.3938 -1.8147
Pd 0.0223 -0.0411 0.3567
C -0.8287 -2.1032 -4.7644
C -0.0883 1.7274 -1.7871
C 1.9963 -0.2847 2.4508
N -0.3065 -0.4260 -2.5344
N 0.6916 -0.5590 2.2660
H 7.4608 -0.2653 -3.2029
C -3.3087 0.7036 -0.7721
H -1.7383 -1.5170 -4.6719
H 0.4650 2.3205 2.5686
H 0.0016 4.4535 -1.8102
C 0.0108 -1.1301 3.2630
C 0.4151 4.2176 1.5365
C 0.1243 4.0192 -0.8276
H -5.2256 1.4673 2.4065
C 4.9878 -2.7032 -1.4209
H -5.1146 1.0785 -1.8658
N 0.2541 2.0633 0.5440
N -2.6638 0.6557 0.3946
H 0.0007 -1.4630 -5.0500
C 7.1399 -2.2025 -2.3106
C 3.2530 -1.0271 -1.6043
H 2.4992 0.2018 1.6256
H -2.7278 0.4497 -1.6527
N -0.1462 0.4789 -1.5162
C 6.7449 -0.9072 -2.7103
C -5.3515 1.3587 0.2563
C -3.3615 0.9218 1.4857
H 0.5300 4.8029 2.4374
S -0.4777 -2.9648 -3.2212
C 0.2851 4.8180 0.2982
C -4.7032 1.2787 1.4794
H 2.8879 -0.0578 -1.9262
C 5.4681 -0.5104 -2.4677
Se -2.4851 0.7931 3.1898
C 0.3883 2.8318 1.6176
C -4.6444 1.0537 -0.8930
H 0.2989 5.8952 0.2040
H -6.3968 1.6329 0.2092
C 1.9775 -1.2310 4.6306
H 4.2854 -3.3696 -0.9359
H -0.9676 -2.8857 -5.5076
H 3.7205 -0.3529 3.7061
S -0.0846 -2.1685 -0.4445
Se -1.8721 -1.4276 3.0696
H 2.4692 -1.5001 5.5556

=====

Entry 3:
ORCA calculation (ωB97M-V/def2-TZVPD) on C25H22CoN4O3S as an isolated structure in a non-equilibrium geometry.

Calculated values
strongest force on any atom	0.03085	Eh/bohr
multiplicity	2
E_HOMO (spin up / spin down)	-7.2519 / -7.2245	eV
orbital gap (spin up / spin down)	7.313 / 7.291	eV
energy relative to the best compared isomer or geometry (same formula, charge and spin)	1.2565	eV
E_tot	-3191.6260	hartree
E_LUMO (spin up / spin down)	0.06 / 0.07	eV

CARTESIAN COORDINATES (ANGSTROEM)
H -1.7840 -4.4165 -3.0846
S 1.8482 1.0392 -0.0505
C 2.6237 0.6175 4.3586
H 2.6394 -4.3362 0.5605
H 0.2741 -5.7810 -3.4653
H -2.5225 -0.4943 0.2378
O -2.8915 5.3025 2.0413
C -0.8544 -3.2578 -1.5450
H 0.9141 5.6990 0.7971
C 1.3041 3.6530 0.4506
C -0.4671 2.1087 0.9463
C 0.8351 2.3345 0.4865
N -0.8669 -0.2963 -0.9707
C -2.1847 -0.3173 -0.7752
C -0.8838 -4.2400 -2.5152
C -2.6627 0.0931 -3.0915
C 2.8216 -2.2429 1.9082
H -4.2015 -0.6561 -4.3579
H -4.1580 -0.1583 -1.5675
C -1.2873 0.1265 -3.2843
H -1.7445 -2.6818 -1.3327
H 3.3840 -3.3186 -0.6799
H -0.5097 0.4639 3.1208
C -1.2754 3.1534 1.3213
O 3.6602 -3.0256 2.3493
O -1.2989 6.8025 1.7145
H 2.3098 3.8384 0.1083
H -0.8262 1.0912 0.9961
C 2.3220 -1.0790 2.7106
C 1.3074 -3.7307 -0.9792
H 3.2424 1.1645 5.0562
C 1.3648 -4.7492 -1.9303
H 2.2676 -5.3310 -2.0243
H -3.1018 0.4792 -5.1493
C 0.5004 4.6983 0.8473
H -0.3822 6.8626 1.4157
N 1.0550 -0.7070 2.4710
H 0.6332 -0.0194 -2.3462
H -2.2903 2.9772 1.6486
H -0.8735 0.3001 -4.2657
C 1.2896 0.9524 4.1754
C 0.5425 0.2499 3.2447
N 0.2165 -2.9818 -0.8063
N 2.2072 -2.3028 0.7308
C -3.6239 0.2587 -4.2217
C -0.4391 -0.0645 -2.2093
C -0.8115 4.4730 1.2809
C -1.7566 5.5318 1.7039
C 0.2606 -5.0002 -2.7202
C 2.4704 -3.4571 -0.0826
Co 0.7354 -1.0368 0.3878
H 0.8272 1.7453 4.7461
H 4.1402 -0.8152 3.7871
H -4.3250 1.0647 -4.0103
C 3.1298 -0.4597 3.6513
C -3.1033 -0.1241 -1.7890

=====

Entry 4:
ORCA calculation (ωB97M-V/def2-TZVPD) on a 2-piece molecular cluster, C25H22F3NO2 overall in a non-equilibrium geometry.

Calculated values
strongest force on any atom	0.06182	Eh/bohr
E_HOMO	-7.3143	eV
orbital gap	5.653	eV
E_tot	-1470.6019	hartree
E_LUMO	-1.66	eV

CARTESIAN COORDINATES (ANGSTROEM)
H -3.7103 3.3322 -4.1053
C 5.9338 -0.6400 1.0973
C 3.2511 -1.4574 1.2512
C -3.0827 1.8970 -1.0611
C 5.5547 -1.6619 1.9785
H -0.1812 2.2977 2.6209
C -2.0396 3.8007 -2.7970
H -0.4066 4.0105 -1.4190
C 0.4994 1.0201 -2.3117
C -0.8279 1.4219 2.5261
H -0.4863 1.0851 -2.7859
C 3.6270 -0.4060 0.3914
F -3.2014 -1.9508 2.1169
H -2.5619 -0.3683 0.1614
O -0.5119 -2.0208 -0.4585
C -2.0465 -0.4234 3.5278
C -3.2087 3.1243 -3.1671
C -2.4874 -0.7787 2.2610
C -3.7241 2.2089 -2.2482
H 2.8993 1.0221 -1.0975
C -2.1801 -0.0443 1.1276
H 6.3011 -2.1347 2.6176
H 1.2515 0.7105 -3.0612
C 4.9848 -0.0160 0.2915
H -0.1738 -4.4258 0.4530
H -2.3789 -2.8333 -0.9972
C 4.2194 -2.0849 2.0357
H -3.5653 1.2262 -0.3532
C -1.7641 2.3794 -0.8447
H 3.9242 -2.9010 2.6896
C 2.6041 0.2002 -0.4200
H 2.2070 -1.7652 1.2654
H -2.3580 -1.0118 4.3934
C -1.2983 1.0582 1.2363
O -1.6434 -0.8504 -2.0476
H -1.7286 -5.1015 -0.0485
F -1.5503 4.7677 -3.6491
F -4.8699 1.5236 -2.5871
N 1.3915 -0.2540 -0.3967
C -0.8502 1.7529 0.0588
C -1.3282 3.4822 -1.6525
C -1.2406 0.7155 3.6531
C -1.2193 -4.1802 0.2488
H -1.6832 -3.8278 1.1779
H -0.9358 1.0544 4.6472
C -0.6824 -0.9791 -1.2910
H 0.7913 2.0108 -1.9345
H 6.9755 -0.3336 1.0371
C 0.3852 0.0710 -1.1781
H 0.1453 2.2117 0.1286
H -0.9386 -3.5293 -1.8058
H 5.2583 0.7551 -0.4273
C -1.3390 -3.1593 -0.8484

=====

Entry 5:
ORCA calculation (ωB97M-V/def2-TZVPD) on one molecule with the formula C25H22N2O2S.

Calculated values
strongest force on any atom	0.01221	Eh/bohr
E_HOMO	-8.9001	eV
orbital gap	9.425	eV
energy relative to the best compared isomer or geometry (same formula, charge and spin)	0.0000	eV
E_tot	-1624.0960	hartree
E_LUMO	0.52	eV

CARTESIAN COORDINATES (ANGSTROEM)
C 1.1426 0.0802 -1.1831
C 4.1299 2.8162 0.2696
H 2.7457 -2.7204 -1.7986
C -0.1974 -0.1741 -0.9088
N 2.0918 -0.9421 -1.0064
O -3.0571 -0.6688 -1.3791
C 0.6037 -4.3627 1.2817
H 1.2867 -2.0435 -2.5761
H -3.5969 1.7097 2.4696
C -0.6476 -4.7669 0.8467
H -5.3358 0.8608 -0.8420
C 1.3887 -3.5504 0.4831
H 4.8380 3.6735 2.0929
C -1.1803 0.7673 -1.1777
H -5.6452 2.8134 0.5004
C -0.8306 1.9842 -1.7514
C -4.7434 0.8951 0.0753
C 3.5758 0.4676 0.3427
H -1.8753 2.2600 0.8484
C 0.4984 2.2578 -2.0112
H -3.9616 3.4147 2.1528
H 0.7912 3.1960 -2.4569
C 1.4792 1.3214 -1.7261
H -4.7710 -0.1022 0.5269
C 0.9264 -3.1284 -0.7582
C 3.6730 1.6664 -0.3534
H -0.6998 -3.2193 -2.1524
H 0.9718 -4.6848 2.2449
S 3.1798 1.7380 -2.0667
N -3.3624 1.2394 -0.2364
H -2.9958 3.2989 -0.0603
H 4.2110 3.7287 -0.3008
C -2.6060 0.3749 -0.9395
H -1.5899 2.7054 -2.0105
C 3.2630 -0.8325 -0.3214
C -1.1099 -4.3591 -0.3929
C -0.3274 -3.5434 -1.1912
C 3.9394 0.4433 1.6851
H -2.0842 -4.6692 -0.7393
H 3.8878 -0.4940 2.2183
C -5.2010 1.9804 1.0462
C 4.3736 1.5933 2.3179
C 4.4804 2.7781 1.6071
C -2.9137 2.3807 0.5347
C 1.7808 -2.2345 -1.6202
H -5.9286 1.6080 1.7635
H 2.3704 -3.2478 0.8142
C -3.8960 2.4262 1.7038
H -0.4878 -1.1259 -0.4934
O 4.0298 -1.7700 -0.2055
H -1.2595 -5.4009 1.4715
H 4.6458 1.5617 3.3620

=====

Entry 6:
ORCA calculation (ωB97M-V/def2-TZVPD) on one molecule with the formula C25H22N2O6 in a non-equilibrium geometry.

Calculated values
strongest force on any atom	0.02699	Eh/bohr
E_HOMO	-9.2863	eV
orbital gap	8.939	eV
energy relative to the best compared isomer or geometry (same formula, charge and spin)	2.5199	eV
E_tot	-1526.7764	hartree
E_LUMO	-0.35	eV

CARTESIAN COORDINATES (ANGSTROEM)
H -2.3640 -3.3690 2.1009
C -2.8809 1.0209 0.2728
H 6.6285 -1.9697 -0.3252
H 4.7698 -3.2841 -1.2800
C 0.3877 1.5526 1.4786
H -1.2810 3.1891 -1.8081
C -2.6367 2.3142 -0.4022
C 5.3290 -0.5681 0.6409
H -0.1134 0.9184 2.1959
C 5.6058 -1.6761 -0.1420
O -2.9814 3.3728 0.0646
H 0.1970 -1.1767 -3.6261
C 1.9520 1.8199 -0.3108
C 1.3135 0.9934 0.6073
C -3.1165 -2.6780 2.4771
H -0.9423 -1.7114 -2.3698
C 1.6639 3.1720 -0.3595
H -0.6152 3.3306 2.1183
H -3.1235 -0.2145 -1.4807
H 1.2769 -0.8903 1.6119
C 0.1025 2.9055 1.4332
H -2.9962 -0.1845 3.4334
C -3.0055 -0.1902 2.3533
C -1.1098 0.3359 -2.8463
H -4.0797 -3.1760 2.3763
C -3.0420 -0.1775 -0.4051
H 1.4931 -0.1105 -1.8376
H 2.7032 1.4157 -0.9769
H 3.8078 0.6698 1.4911
H -2.9273 -2.4764 3.5283
C 4.0189 -0.1916 0.8738
C -2.9027 1.0013 1.6700
H -2.8167 1.9379 2.1993
C 3.2516 -2.0334 -0.4481
O -1.8282 0.5475 -3.7837
C -3.0944 -1.4148 1.6919
O -3.6196 -3.5914 0.0043
C -1.8665 2.2688 -1.7184
H 6.1358 0.0038 1.0752
C -3.1324 -1.3758 0.2922
N -3.2103 -2.5733 -0.5049
C 0.5097 -1.0744 -0.3524
H 2.1695 3.8004 -1.0783
H -2.5793 2.2230 -2.5548
O -2.8682 -2.4867 -1.6673
C 0.7343 3.7184 0.5085
C 4.5635 -2.4106 -0.6795
C -0.2555 -0.9072 -2.6694
O -0.4393 -1.7350 0.0147
H 0.5046 4.7723 0.4681
C 2.9657 -0.9118 0.3200
N 0.7433 -0.7572 -1.6459
C 1.5432 -0.5015 0.6211
O -0.9884 1.1564 -1.7899
H 2.4461 -2.6229 -0.8604

=====

Entry 7:
ORCA calculation (ωB97M-V/def2-TZVPD) on C25H22N4O2PtS as an isolated structure in a non-equilibrium geometry.

Calculated values
strongest force on any atom	0.02604	Eh/bohr
multiplicity	5
net charge	+2
E_HOMO (spin up / spin down)	-13.8190 / -13.8311	eV
orbital gap (spin up / spin down)	7.042 / 3.678	eV
energy relative to the best compared isomer or geometry (same formula, charge and spin)	1.0255	eV
E_tot	-1852.2349	hartree
E_LUMO (spin up / spin down)	-6.78 / -10.15	eV

CARTESIAN COORDINATES (ANGSTROEM)
H 2.2796 -1.3057 5.8337
C -1.7770 -1.6578 -2.5941
C 0.2747 1.7487 0.6834
C 1.7170 -1.1812 1.9915
C -4.1657 -2.2197 -1.1104
Pt 0.9066 0.7682 -1.0596
C -3.9076 -2.9145 -2.2485
N -1.2048 0.0075 -0.8435
O 1.4538 -1.0293 -2.0514
C 1.3211 2.5988 -3.7285
C -2.0159 -0.9638 -1.4462
C 2.1202 -1.2855 4.7645
H 2.2038 0.7218 -3.4336
C 1.1557 -3.5454 1.9858
C 1.1349 -2.1771 -1.5110
C 1.5031 -2.3851 2.7078
H -2.5088 -3.2160 -3.8822
C 0.0857 3.2600 -3.1567
C 1.2446 -2.2494 -0.0057
H -0.8102 2.7737 -3.5474
H 0.8520 -4.3569 0.0156
N 0.1032 3.0664 -1.7059
H 0.8805 4.0775 3.0692
H 2.4692 0.8281 2.1238
H -2.6261 1.7006 2.5511
H 1.3376 2.6800 -4.8156
C 0.9386 2.7265 1.4053
C -0.9351 2.9401 2.9419
S -3.2725 -0.2935 0.6948
H 0.6389 0.6406 -3.8073
C 0.3408 3.3175 2.5179
H -0.8807 -1.5124 -3.1787
C 1.6955 -2.4032 4.1108
H 0.7974 3.6596 -1.2618
N 1.3140 1.1905 -3.2886
H -4.6020 -3.6724 -2.5824
H -5.0569 -2.4040 -0.5258
C 2.3995 -0.1071 4.0373
H 1.0060 -4.4767 2.5189
H 0.0388 4.3131 -3.4384
C 2.2055 -0.0535 2.6871
H 2.7956 0.7554 4.5579
C -1.7053 0.4417 0.2781
C -2.7242 -2.6484 -2.9852
O 0.7433 -3.1317 -2.1471
C -3.2077 -1.2364 -0.6901
C 1.0588 -3.4917 0.6274
H 2.2271 3.0713 -3.3471
C -1.0319 1.4075 1.0977
H -0.7856 3.2721 -1.2648
H 1.5252 -3.3285 4.6465
H -1.3795 3.4006 3.8133
C -1.6281 1.9842 2.2342
N 1.5161 -1.1341 0.6356
H 1.9412 3.0291 1.1262

=====

Entry 8:
ORCA calculation (ωB97M-V/def2-TZVPD) on C25H22NO4SV as an isolated structure in a non-equilibrium geometry.

Calculated values
strongest force on any atom	0.05765	Eh/bohr
multiplicity	2
net charge	+1
E_HOMO (spin up / spin down)	-11.7154 / -11.9099	eV
orbital gap (spin up / spin down)	7.287 / 7.900	eV
E_tot	-2663.4187	hartree
E_LUMO (spin up / spin down)	-4.43 / -4.01	eV

CARTESIAN COORDINATES (ANGSTROEM)
H -0.4646 -2.3428 -1.2762
C -0.5895 -0.3281 6.2607
C -2.9409 -0.9383 6.1557
V 0.3130 0.0923 0.4045
O -0.5439 0.0889 -2.0166
C 0.1456 1.9479 -6.0775
H 1.9870 -0.5269 -7.5279
O 1.8226 -0.7344 3.9063
H -0.7697 1.8457 -4.1188
N -0.1812 0.0306 2.4475
C 1.4799 -1.3336 -0.6948
H -2.1438 -1.2368 -2.3810
H -3.8548 -1.2172 6.6798
H -0.6056 -3.1076 1.2709
H -1.1289 2.4069 -0.9091
C -0.6024 -0.2503 4.8743
C -2.9333 -0.8314 4.7641
H 3.0061 1.3009 0.1062
H 0.1018 -1.7600 -3.3144
H 1.9010 -1.0112 -1.6408
H -0.7390 2.9266 1.7012
C -0.3166 -0.7691 -3.5228
O -2.2640 -0.5147 1.7131
C 1.3712 -0.0132 -6.7904
H 0.3344 -0.1127 6.7941
H -1.7935 -0.7706 7.9896
C -1.4937 -0.3264 2.6735
C -1.5814 -0.3997 -2.8290
C 0.2038 -0.0225 -4.6448
C -0.1871 1.3197 -4.8798
C 1.3511 -2.0383 1.5096
H 1.3901 -1.6658 -5.3937
C 0.2273 -2.0449 -0.5028
C 1.0177 1.7005 -0.8925
C 0.1666 -2.4682 0.8496
H 1.8622 2.3729 2.2676
C 1.9611 1.5874 0.1915
S 0.7522 0.2308 3.8613
O 1.0467 1.6162 4.1311
C -0.2229 2.1913 -0.3500
H -2.1828 0.3577 -3.3587
C 1.0387 -0.6536 -5.6032
H 1.1460 1.7741 -7.9950
C -1.7789 -0.6881 6.9050
H 1.6902 -2.3896 2.4750
C 0.9061 1.2848 -7.0496
H -0.1969 2.9666 -6.2649
C 2.1417 -1.2843 0.5855
C 1.3248 2.0985 1.3669
H 1.2713 1.5574 -1.9358
C -1.7451 -0.4737 4.1191
C -0.0176 2.4602 1.0331
H 3.1360 -0.8906 0.7765
H -3.8181 -1.0134 4.1568